1.
DFT (ωB97M-V with the def2-TZVPD basis set) results for a 2-piece molecular cluster, C14H15N overall.

For the gap between HOMO and LUMO, the calculation gives 7.610 eV. Its charge is 0.

Last column: Löwdin charge in e.
Element x y z (Å)
C  1.946001  1.227026  -3.198362  -0.09
C  2.614652  1.433745  -1.947607  -0.10
C  0.602807  0.853918  -3.261417  -0.08
C  1.953417  1.231458  -0.794442  -0.11
C  -0.093432  0.860542  -2.033270  0.00
C  0.577311  1.041817  -0.758099  -0.23
C  -2.173317  -1.753032  0.569998  -0.10
C  -0.917842  -1.580273  0.225330  -0.08
C  -1.559710  -0.991637  2.841155  -0.13
C  -0.954395  1.644818  1.272441  0.06
C  -0.120918  0.961539  0.503475  -0.03
C  -2.672777  -1.124388  1.799066  -0.17
C  0.058033  -1.075681  1.171093  -0.38
C  1.476925  -1.243946  0.904477  -0.07
N  -0.371211  -0.976467  2.457981  0.08
H  2.484112  1.613224  -4.118906  0.12
H  3.696811  1.681454  -2.014755  0.11
H  0.247665  0.621238  -4.214055  0.08
H  2.562115  1.455020  0.131679  0.14
H  -1.161103  0.745503  -2.128538  0.10
H  -2.857661  -1.893357  -0.294254  0.12
H  -0.379448  -1.891777  -0.636443  0.11
H  -1.789467  -1.114403  3.898121  0.11
H  -1.535503  1.253900  2.047997  0.02
H  -1.001449  2.667397  1.195614  0.04
H  -3.047043  -0.078916  1.590578  0.12
H  -3.477470  -1.677422  2.231213  0.09
H  2.034865  -2.109896  1.431197  0.12
H  2.061847  -0.392162  1.231173  0.07
H  1.796183  -1.389242  -0.102441  0.07

Force components x, y, z for each atom (eV/Å):
1.303 1.327 -0.016
0.711 -0.411 -3.617
1.929 0.897 2.821
1.015 1.109 2.545
0.635 -0.240 0.223
-1.045 0.229 -1.587
-1.068 0.835 -2.494
1.668 -0.998 0.592
-1.396 -0.907 -1.505
1.788 -1.330 -1.472
-0.997 -2.608 1.051
-0.149 1.273 1.248
-1.662 3.497 -1.540
3.159 -1.631 1.648
2.314 -0.005 2.498
-0.616 -1.158 1.001
-0.985 -0.062 0.397
-1.299 -0.122 -1.113
-1.141 -0.531 -0.840
-0.236 -0.201 0.625
0.080 -0.578 1.009
-0.632 -0.337 -1.308
0.028 0.431 0.025
-0.242 -0.830 1.278
-0.386 2.497 -0.624
0.043 -1.013 -0.011
-0.824 -0.287 0.302
-1.413 0.919 -0.389
-0.074 0.254 0.309
-0.507 -0.018 -1.056

=====

2.
DFT (ωB97M-V with the def2-TZVPD basis set) results for C14H15NO3 as an isolated structure.

For the gap between HOMO and LUMO, the calculation gives 8.954 eV. Its charge is 0.

Last column: Löwdin charge in e.
Element x y z (Å)
C  -3.377518  -1.497267  -0.969438  -0.09
H  -3.167104  -2.545827  -1.386083  0.11
O  -2.607585  -1.177794  0.139490  -0.07
C  -1.351723  -1.396968  0.163316  -0.32
C  -0.591364  -1.954837  -1.029081  0.07
C  0.706107  -1.865920  -0.704209  -0.03
C  1.292630  -1.502715  0.583322  -0.31
C  0.560267  -0.989536  1.371366  -0.15
C  -0.846145  -0.983918  1.294952  -0.01
H  -1.376845  -0.755386  2.209160  0.13
H  0.981360  -0.510998  2.445026  0.19
C  2.767637  -1.080944  0.367129  -0.15
H  3.422547  -2.200487  -0.093343  0.19
H  3.217190  -0.992487  1.544653  0.16
C  3.216766  0.095064  -0.434746  -0.10
N  2.193350  1.122947  0.094527  0.15
C  1.234951  1.153501  -0.820995  -0.53
O  1.187566  0.931478  -1.959655  0.16
C  0.119948  2.044113  -0.310746  -0.05
C  -0.237375  2.542000  1.106969  0.08
C  -1.623664  2.821339  0.941144  -0.21
C  -2.205939  2.535522  -0.017405  -0.06
O  -1.144139  2.026475  -0.887751  0.00
H  -3.143875  2.540428  -0.400824  0.11
H  -2.109396  3.451459  1.600955  0.11
H  0.590918  2.690127  1.758321  0.08
H  2.119594  1.166407  0.943647  0.00
H  4.267017  0.618602  -0.075702  0.19
H  3.098765  -0.104939  -1.270738  -0.03
H  1.394956  -2.111374  -1.532560  0.13
H  -1.046631  -1.965057  -1.864094  0.03
H  -4.511871  -1.315466  -0.988910  0.11
H  -3.030380  -0.787553  -1.817698  0.12

Force components x, y, z for each atom (eV/Å):
-0.058 0.170 -4.070
-0.415 1.205 0.880
-6.029 0.080 0.048
1.040 -1.756 -3.879
1.375 2.935 9.900
1.854 -1.808 -1.583
8.756 -3.246 -12.532
-6.883 5.990 13.497
3.317 0.145 2.901
-0.507 0.342 -0.577
-0.817 -1.116 -2.915
4.137 -6.130 4.206
-1.856 3.402 1.393
-1.014 -0.155 -3.150
2.505 5.563 17.204
4.394 -2.545 -14.145
-3.645 5.701 3.859
1.185 -2.631 -4.624
-5.871 1.133 6.301
2.155 -1.862 -6.800
7.654 5.467 15.946
-0.881 -5.621 -14.550
0.113 -1.185 -1.906
-2.300 0.196 -1.185
-0.993 0.745 2.211
-0.375 0.545 1.092
-1.640 0.604 11.417
-2.342 -2.145 -1.377
-1.564 -2.139 -14.327
0.002 0.174 0.615
-2.625 -0.708 -6.068
1.804 -0.313 1.277
-0.475 -1.036 0.941

=====

3.
DFT (ωB97M-V with the def2-TZVPD basis set) results for a 2-piece molecular cluster, C14H16 overall.

For the gap between HOMO and LUMO, the calculation gives 9.819 eV. The SMILES is Cc1ccccc1.Cc1ccccc1. Its charge is 0.

Last column: Löwdin charge in e.
Element x y z (Å)
C  1.507584  1.791031  1.451704  -0.07
C  1.617876  1.161076  0.056434  -0.31
C  1.302148  -0.152009  -0.186450  -0.06
C  1.401519  -0.667118  -1.491819  -0.10
C  1.760586  0.193100  -2.506781  -0.11
C  1.893862  1.539881  -2.269293  -0.12
C  1.803505  2.019979  -1.031201  -0.08
H  1.705205  1.015234  2.324509  0.11
H  0.550865  2.401942  1.537282  0.08
H  2.324369  2.619927  1.533075  0.09
H  0.811895  -0.903678  0.725599  0.17
H  1.122913  -1.700568  -1.664563  0.10
H  1.945005  -0.092520  -3.578414  0.12
H  2.338264  2.181703  -3.026620  0.11
H  1.891808  2.990910  -0.743353  0.08
C  -1.112950  -1.974395  2.446692  -0.05
C  -1.684417  -1.305817  1.162855  -0.34
C  -1.825405  0.054859  1.227855  -0.08
C  -1.853766  0.692690  0.036352  -0.12
C  -1.911517  0.018364  -1.167684  -0.07
C  -1.918952  -1.411883  -1.223356  -0.02
C  -1.709415  -2.065275  0.055653  -0.06
H  -1.768842  -2.654923  2.914455  0.05
H  -0.786693  -1.163130  3.215931  0.11
H  -0.247541  -2.521236  2.008815  0.07
H  -1.835291  0.614364  2.195015  0.13
H  -1.590373  1.710557  0.015570  0.09
H  -2.031166  0.610470  -2.067028  0.10
H  -2.156620  -1.845076  -2.074789  0.04
H  -1.544445  -3.158465  0.123559  0.12

Force components x, y, z for each atom (eV/Å):
1.254 0.664 0.836
-1.266 0.549 1.164
-1.274 -2.910 1.944
-0.365 0.047 0.620
0.139 -0.792 -1.992
1.409 0.304 -1.805
-0.199 -1.934 2.455
-0.783 1.709 -1.816
0.903 -1.196 0.240
-1.191 -1.538 0.018
1.906 2.387 -2.761
0.225 0.073 -0.123
-0.380 -0.288 1.326
-0.663 -0.011 -0.276
0.529 2.937 0.129
1.150 1.894 -0.687
0.992 -0.894 4.103
-0.242 0.511 0.792
0.472 0.421 -0.832
-0.529 -2.001 -0.597
0.693 3.618 6.118
-0.609 -0.394 -3.954
-0.793 -0.842 0.556
-0.400 -1.586 -1.387
-0.246 0.219 1.092
0.266 -0.660 -0.964
-0.479 1.504 -0.115
0.219 -0.174 -0.124
-0.580 -2.391 -3.859
-0.159 0.775 -0.102

=====

4.
DFT (ωB97M-V with the def2-TZVPD basis set) results for a 2-piece molecular cluster, C14H16 overall.

For the gap between HOMO and LUMO, the calculation gives 9.711 eV. The SMILES is Cc1ccccc1.Cc1ccccc1. Its charge is 0.

Last column: Löwdin charge in e.
Element x y z (Å)
C  -0.139483  -0.410756  3.822336  -0.07
C  0.756723  0.252386  2.776973  -0.27
C  0.609839  1.667457  2.645462  -0.09
C  1.421020  2.341180  1.737839  -0.10
C  2.582417  1.700034  1.206085  -0.09
C  2.752002  0.302789  1.320268  -0.10
C  1.779091  -0.433703  2.035613  -0.08
H  -0.251536  0.087910  4.704706  0.02
H  0.197655  -1.520324  3.900176  0.10
H  -1.222411  -0.491302  3.362366  0.11
H  -0.103022  2.211833  3.300339  0.12
H  1.377227  3.522048  1.847839  0.14
H  3.316283  2.291978  0.788041  0.06
H  3.556249  -0.309019  0.856994  0.11
H  2.015697  -1.532217  2.216873  0.12
C  -2.924115  -0.023938  -3.809569  -0.05
C  -1.744051  -0.533867  -2.850420  -0.26
C  -1.506858  0.287844  -1.752432  -0.07
C  -0.367489  0.120391  -0.931858  -0.03
C  0.326035  -1.076675  -1.232006  -0.13
C  0.050568  -1.922104  -2.226038  -0.13
C  -1.023617  -1.697640  -3.088372  -0.06
H  -2.898837  -0.650914  -4.748757  0.07
H  -2.876361  1.042410  -4.038248  0.06
H  -3.927123  -0.327890  -3.365753  0.08
H  -2.274711  1.025131  -1.466947  0.11
H  -0.009400  0.675251  -0.090341  0.07
H  1.168712  -1.345433  -0.597250  0.09
H  0.681787  -2.842848  -2.490352  0.13
H  -1.322294  -2.410002  -3.833573  0.10

Force components x, y, z for each atom (eV/Å):
-1.036 -3.856 -4.711
0.422 0.584 0.203
0.131 -1.338 -0.513
1.552 2.049 1.705
-2.239 -1.420 0.832
-1.193 -0.046 0.029
0.087 0.203 1.392
0.176 1.242 2.443
-0.606 1.924 0.465
1.910 0.153 0.850
0.429 -0.482 -0.717
0.164 -2.583 -0.893
1.375 1.077 -1.141
-0.376 1.037 0.354
-0.798 1.475 -0.286
-0.006 -2.847 0.534
-2.229 0.952 -1.445
0.806 0.899 1.574
-0.999 -2.541 -1.856
1.799 1.697 2.434
-0.113 -3.107 -2.867
-0.055 1.207 0.842
0.174 0.944 0.725
0.029 -0.265 0.144
1.123 0.788 -0.292
0.600 0.000 -0.537
-0.405 0.581 0.266
-0.003 0.246 -0.047
-0.826 1.427 0.972
0.111 0.000 -0.456

=====

5.
DFT (ωB97M-V with the def2-TZVPD basis set) results for a 2-piece molecular cluster, C14H16 overall.

For the gap between HOMO and LUMO, the calculation gives 9.943 eV. The SMILES is Cc1ccccc1.Cc1ccccc1. Its charge is 0.

Last column: Löwdin charge in e.
Element x y z (Å)
C  3.461967  -1.666684  -3.572951  -0.06
C  2.641326  -1.003531  -2.494837  -0.28
C  3.257688  -0.357355  -1.431608  -0.06
C  2.501161  0.129420  -0.374792  -0.08
C  1.122846  -0.066800  -0.325372  -0.08
C  0.506708  -0.687923  -1.395730  -0.08
C  1.263234  -1.203398  -2.433321  -0.06
H  3.721556  -0.990993  -4.391714  0.08
H  2.896597  -2.490765  -4.014334  0.07
H  4.384794  -2.102199  -3.188130  0.08
H  4.325465  -0.186130  -1.382188  0.11
H  2.967209  0.697257  0.423575  0.10
H  0.630600  0.316614  0.559101  0.07
H  -0.567352  -0.808203  -1.438299  0.08
H  0.747942  -1.689261  -3.257068  0.11
C  -3.105149  0.658374  -0.425132  -0.05
C  -2.508871  0.701491  0.950220  -0.28
C  -1.389056  1.469063  1.243815  -0.10
C  -0.844286  1.565447  2.514040  -0.09
C  -1.460649  0.857809  3.546309  -0.10
C  -2.499863  -0.001990  3.257780  -0.09
C  -2.990214  -0.125945  1.960156  -0.05
H  -2.675633  -0.157465  -1.010651  0.06
H  -2.877072  1.567652  -0.986078  0.08
H  -4.188717  0.579719  -0.439006  0.08
H  -0.924587  2.074668  0.473699  0.11
H  0.107881  2.057213  2.671711  0.10
H  -1.124561  0.974922  4.570716  0.10
H  -2.929266  -0.638869  4.020303  0.10
H  -3.775294  -0.851752  1.779833  0.11

Force components x, y, z for each atom (eV/Å):
-0.190 -0.110 -0.340
0.300 -0.959 0.281
-0.159 0.571 0.345
-0.241 -0.026 -0.004
0.812 0.456 0.157
-0.318 -0.245 0.210
0.037 0.573 -0.489
0.020 0.074 0.100
0.001 0.075 -0.017
0.002 0.175 0.102
0.092 -0.162 -0.322
0.123 -0.207 -0.002
-0.387 -0.212 -0.331
-0.040 -0.048 0.178
0.147 -0.093 0.067
0.320 0.381 -0.541
-0.012 -0.535 0.174
0.145 0.895 -0.201
-0.318 -0.879 0.212
0.424 0.305 0.178
-0.282 -0.408 -0.296
-0.045 0.298 0.393
-0.182 -0.115 0.047
0.114 0.030 0.109
-0.071 -0.244 0.230
-0.119 -0.110 -0.217
-0.254 0.380 0.069
0.120 -0.138 -0.084
0.028 0.132 0.154
-0.067 0.147 -0.163

=====

6.
DFT (ωB97M-V with the def2-TZVPD basis set) results for C14H16AsF6PPtS2Te2 as an isolated structure.

For the gap between HOMO and LUMO (alpha / beta), the calculation gives 6.775 / 5.878 eV. Its charge is -1. As for the spin multiplicity: 2.

Last column: Löwdin charge in e.
Element x y z (Å)
Pt  0.081739  -1.645478  0.000946  -0.17
C  -1.548004  -3.903554  2.577426  -0.45
Te  -2.053152  -2.767809  0.858791  1.20
C  -2.739570  -1.159856  2.087747  -0.44
H  -0.838795  -3.328515  3.167227  -0.02
H  -1.091538  -4.823868  2.224101  -0.01
H  -2.455300  -4.117259  3.139242  0.01
H  -3.559870  -1.531167  2.701088  0.00
H  -3.089437  -0.345715  1.459077  -0.03
H  -1.919504  -0.811744  2.710964  0.01
F  -1.374395  -4.033677  -2.137768  -0.31
As  -1.298591  -5.725443  -1.737369  0.69
F  -2.969820  -5.659244  -1.240483  -0.29
F  -1.777613  -6.156111  -3.344520  -0.26
F  -1.236339  -7.396639  -1.275604  -0.26
F  0.370857  -5.771276  -2.178634  -0.25
F  -0.847495  -5.273962  -0.087856  -0.38
S  -1.299125  0.268673  -0.879653  0.21
P  0.532862  1.056974  -0.769445  0.08
S  1.793078  -0.462785  -1.120960  0.18
C  0.836165  1.822497  0.854355  -0.38
C  0.330123  3.095916  1.107680  -0.09
C  0.504719  3.682798  2.350484  -0.09
C  1.184817  2.997889  3.349920  -0.09
C  1.686412  1.728999  3.101451  -0.08
C  1.513967  1.139701  1.856381  -0.10
C  0.912517  2.416390  -1.908244  -0.39
C  2.125671  3.090823  -1.796084  -0.09
C  2.450525  4.078592  -2.710207  -0.08
C  1.566499  4.401000  -3.733740  -0.09
C  0.358429  3.730659  -3.846359  -0.08
C  0.033096  2.733898  -2.935242  -0.09
H  -0.202908  3.633774  0.331826  0.11
H  0.109206  4.672904  2.539027  0.10
H  1.321354  3.455250  4.322033  0.10
H  2.211340  1.186666  3.877343  0.10
H  1.895949  0.144665  1.664860  0.04
H  2.814019  2.840407  -0.997424  0.11
H  3.395185  4.600365  -2.624651  0.10
H  1.826103  5.173791  -4.446350  0.10
H  -0.329427  3.975222  -4.645479  0.10
H  -0.901646  2.192058  -3.021071  0.08
Te  1.677896  -3.205810  1.155174  0.20

Force components x, y, z for each atom (eV/Å):
-0.708 0.493 -0.193
0.054 -0.007 -0.055
0.094 -0.057 0.066
-0.049 -0.054 0.050
-0.007 -0.014 0.025
-0.012 -0.013 0.012
-0.025 0.013 -0.038
0.011 0.021 0.019
0.036 -0.010 -0.052
0.011 -0.008 0.001
-0.003 0.006 0.007
-0.078 -0.048 0.074
0.019 0.012 0.000
0.009 0.008 -0.006
0.007 0.005 0.004
-0.023 0.008 0.003
-0.029 -0.005 -0.025
-0.138 -0.015 -0.136
0.482 0.021 0.213
0.473 -0.097 0.061
-0.100 0.020 0.004
-0.019 0.024 -0.011
0.008 -0.013 0.013
-0.006 0.008 -0.007
-0.007 -0.005 0.006
0.018 -0.034 -0.004
-0.354 -0.033 -0.125
0.016 0.014 0.009
0.016 0.017 0.006
-0.002 -0.006 -0.004
0.009 -0.002 0.019
-0.017 -0.001 -0.007
0.006 -0.015 -0.009
0.002 -0.002 0.004
0.001 -0.003 0.000
0.003 0.007 0.003
-0.004 -0.009 -0.010
-0.006 -0.008 0.006
0.000 -0.002 -0.005
-0.004 0.001 0.002
0.005 0.004 -0.001
0.010 -0.010 0.004
0.300 -0.213 0.076

=====

Relative energy (zero: lowest compared OMol25 entry of this formula, charge and spin) readings, ordered: 4.373; 13.598; 2.465; 1.943; 0.313; 0.109 eV